ORCA calculation (ωB97M-V/def2-TZVPD) on C2H9NSi in the gas phase.

The maximum force is 3.3 eV/Å. Its HOMO-LUMO gap is 10.1 eV. As for the total charge: 0. The calculation puts the LUMO energy at 1.052 eV. The total energy comes out at -11588.4217 eV. The value obtained for the relative energy (zero: lowest compared OMol25 entry of this formula, charge and spin) is 0.000 eV. The multiplicity is 1. The calculation puts the highest occupied orbital energy at -9.07 eV. As for the SMILES: C[SiH](C)N.

Last column: Mulliken charge in e.
Geometry (Å):
Si 0.40368 -0.13087 -0.28946  0.411
N -0.28805 1.02769 -1.46799  -0.476
C -0.76638 -1.57628 0.05614  -0.988
C 0.57473 0.86714 1.30847  -0.919
H -1.34884 -1.78500 -0.80883  0.333
H 1.23589 1.76905 1.09806  0.259
H -0.59186 0.83275 -2.41039  0.185
H -0.20915 -2.53159 0.23609  0.268
H 0.03602 1.94573 -1.42077  0.195
H -0.33114 1.21171 1.76246  0.319
H 1.06552 0.13536 1.99157  0.244
H 1.64107 -0.40331 -0.89416  -0.129
H -1.42148 -1.36238 0.83879  0.297